{"formula": "C10H15BNO", "method": "ωB97M-V with the def2-TZVPD basis set", "homo_ev": [-11.223, -12.481], "charge": 1, "orbital_gap_ha": [0.275, 0.166], "spin_multiplicity": 3, "symbols": ["B", "C", "C", "C", "C", "C", "C", "C", "C", "C", "C", "N", "O", "H", "H", "H", "H", "H", "H", "H", "H", "H", "H", "H", "H", "H", "H", "H"], "xyz": [[1.7849, 0.8849, -0.9227], [-1.1213, -0.1414, -2.9104], [-1.9026, -1.0623, -2.1769], [0.0142, 0.3796, -2.4215], [-1.5576, -1.3556, -0.8880], [0.4751, 0.0598, -1.0978], [-0.4688, -0.6458, -0.2531], [-0.3093, -0.6846, 1.1567], [1.7137, 2.4440, -1.0558], [0.5194, 0.4184, 1.7996], [-0.9407, -1.6522, 2.0994], [-0.9343, -1.3007, 3.5409], [2.8794, 0.1640, -0.5465], [-1.2966, 0.0043, -3.9306], [-2.9171, -1.3421, -2.4830], [0.5408, 1.1603, -3.0392], [-2.2631, -1.8839, -0.3548], [1.0488, 3.0256, -0.3516], [1.2332, 2.7394, -2.0450], [2.7074, 3.0673, -1.1104], [1.1847, 0.8653, 1.0451], [1.1016, 0.0032, 2.6713], [-0.1912, 1.1060, 2.2434], [-0.5125, -2.5718, 1.9466], [-1.9003, -1.9424, 1.8919], [-1.4412, -2.0261, 4.0327], [-1.2453, -0.2998, 3.7459], [3.7987, 0.5866, -0.5863]], "forces_ev_per_angstrom": [[1.59, -0.16, 1.81], [0.49, -0.62, -0.91], [-0.81, 0.66, -0.16], [0.20, 0.98, -0.20], [2.56, 1.74, 0.90], [-1.07, 1.30, -1.53], [-1.09, -2.23, 0.28], [0.50, 1.17, 0.97], [0.44, 2.85, -1.51], [0.39, -1.69, 0.05], [0.31, 2.57, 1.44], [0.59, 1.57, -0.80], [1.68, 0.76, -0.72], [-0.79, 0.42, -1.32], [0.60, -0.14, -0.36], [-0.38, -1.34, 0.66], [-1.02, -1.22, 1.50], [0.67, -1.01, -0.31], [0.52, -0.42, 1.01], [-1.56, -1.55, 0.40], [-0.44, 0.16, 1.06], [-0.39, 0.38, -0.94], [0.01, 0.62, -0.04], [2.01, -2.42, -0.01], [-3.01, -0.03, -1.42], [-0.09, 0.55, 0.29], [0.20, -2.33, -0.32], [-2.11, -0.59, 0.19]], "lowdin_charge": [-0.56, -0.03, 0.05, 0.00, 0.06, 0.06, -0.06, -0.11, 0.00, 0.00, -0.21, 0.02, 0.16, 0.11, 0.15, 0.14, 0.10, 0.10, 0.07, 0.11, 0.05, 0.13, 0.10, 0.12, 0.09, 0.08, 0.11, 0.17]}

***

{"formula": "C10H15BS2", "method": "ωB97M-V with the def2-TZVPD basis set", "homo_ev": -7.739, "de_lowest_ev": 0.0000, "orbital_gap_ha": 0.243, "spin_multiplicity": 1, "symbols": ["C", "C", "C", "C", "C", "S", "C", "C", "C", "S", "C", "C", "H", "H", "H", "H", "H", "H", "H", "H", "H", "H", "H", "H", "B", "H", "H", "H"], "xyz": [[-4.2362, 0.1233, 3.8569], [-3.6132, 0.9642, 4.7712], [-2.2252, 0.9429, 4.9097], [-1.4595, 0.1053, 4.0948], [0.0504, 0.0696, 4.1099], [0.9828, -0.3572, 2.6291], [2.4269, -0.8933, 3.6131], [3.2032, 0.3308, 4.0864], [2.4090, 1.1747, 5.0854], [0.7726, 1.6553, 4.5259], [-2.0832, -0.8017, 3.2474], [-3.4779, -0.7795, 3.0803], [-5.3262, 0.1314, 3.7254], [-4.2208, 1.6684, 5.3754], [-1.7182, 1.5779, 5.6651], [2.1980, -1.5534, 4.4589], [2.9977, -1.4529, 2.8606], [4.1522, 0.0322, 4.5397], [3.4363, 0.9513, 3.2159], [2.3396, 0.7383, 6.0880], [2.8899, 2.1641, 5.1485], [-1.4528, -1.5101, 2.7076], [-3.9360, -1.4434, 2.3633], [0.3350, -0.7841, 4.6817], [0.4800, -1.1020, 7.6275], [0.3520, -2.2269, 7.0348], [1.5865, -0.5333, 7.3461], [-0.5103, -0.3883, 7.2060]], "forces_ev_per_angstrom": [[-0.11, -0.65, -0.72], [-0.23, 0.27, 0.33], [0.40, 0.41, 0.27], [-0.02, -0.12, -0.40], [-0.16, 0.74, -0.25], [-0.22, -1.48, -0.55], [0.59, 0.29, -1.04], [-0.13, 0.04, 0.09], [0.46, 0.53, -0.26], [-0.56, 0.65, 1.28], [-0.90, 0.02, -0.40], [0.64, 0.64, 0.97], [0.51, 0.13, 0.13], [0.50, -0.62, -0.40], [-0.44, -0.36, -0.73], [-0.32, 0.00, -0.35], [0.15, 0.00, 0.44], [-0.01, -0.04, 0.07], [0.00, -0.08, 0.08], [0.14, 0.04, -0.32], [0.02, -0.38, 0.34], [-0.31, 0.24, -0.07], [-0.17, -0.05, 0.05], [0.22, -0.15, 1.42], [-0.21, 0.76, -5.60], [0.27, 0.73, 1.95], [-1.10, -0.83, 1.78], [0.99, -0.73, 1.90]], "lowdin_charge": [-0.10, -0.09, -0.08, -0.30, -0.84, 0.86, -0.47, -0.31, -0.49, 0.87, -0.07, -0.06, 0.10, 0.11, 0.10, 0.09, 0.07, 0.11, 0.10, 0.03, 0.08, 0.09, 0.10, 0.05, 0.11, -0.01, -0.03, -0.01]}

***

{"formula": "C10H15CaCl3N5O12", "method": "ωB97M-V with the def2-TZVPD basis set", "homo_ev": -6.453, "de_lowest_ev": 0.1361, "charge": -1, "orbital_gap_ha": 0.313, "spin_multiplicity": 1, "symbols": ["Ca", "Cl", "O", "O", "O", "O", "Cl", "O", "O", "O", "O", "Cl", "O", "O", "O", "O", "C", "C", "N", "H", "H", "H", "C", "C", "N", "H", "H", "H", "C", "C", "N", "H", "H", "H", "C", "C", "N", "H", "H", "H", "C", "C", "N", "H", "H", "H"], "xyz": [[0.1668, -0.2785, 0.1986], [2.7822, -2.3150, -1.9727], [3.9977, -1.5703, -2.1731], [2.0297, -1.7966, -0.8489], [1.9704, -2.2255, -3.1673], [3.0860, -3.6995, -1.6648], [-1.1410, 2.5280, 2.6705], [-1.0096, 1.1797, 2.1241], [-0.5512, 2.5546, 3.9702], [-0.4517, 3.4677, 1.8048], [-2.5378, 2.8527, 2.7046], [0.7853, 1.3895, -3.4811], [0.5405, 0.8654, -2.1689], [0.1129, 2.6750, -3.5835], [2.2024, 1.5539, -3.6527], [0.2273, 0.5261, -4.4941], [-2.8987, 0.9203, -3.1346], [-2.3574, 0.9036, -1.7801], [-1.9590, 0.7671, -0.7208], [-3.9546, 0.6795, -2.9847], [-2.2888, 0.1634, -3.6305], [-2.8613, 1.9038, -3.5920], [2.2269, 0.6866, 4.8485], [1.8674, 0.0101, 3.6078], [1.5446, -0.5358, 2.6546], [3.3174, 0.6788, 4.9012], [1.7779, 0.2039, 5.7094], [1.9209, 1.7304, 4.7894], [-3.1772, -2.9471, 3.0048], [-2.1049, -2.3386, 2.2256], [-1.2386, -1.9271, 1.6061], [-2.7143, -3.8126, 3.4846], [-3.9856, -3.2826, 2.3624], [-3.5318, -2.2787, 3.7843], [2.3705, 3.9463, 0.7168], [2.1917, 2.5288, 0.5265], [2.0354, 1.4072, 0.4171], [3.3632, 4.3308, 0.4701], [2.2757, 4.2135, 1.7694], [1.6576, 4.4676, 0.0802], [-0.9251, -3.6741, -3.2816], [-1.0129, -2.7510, -2.1414], [-1.1144, -1.9822, -1.3057], [-0.4811, -3.1164, -4.1034], [-1.8849, -4.1071, -3.5514], [-0.2684, -4.4958, -2.9979]], "forces_ev_per_angstrom": [[0.42, 0.13, -0.36], [0.68, -0.57, -1.02], [-0.45, -0.17, 0.43], [-0.66, 0.81, 0.89], [-0.11, -0.22, 0.37], [-0.10, 0.28, -0.22], [-0.27, 0.20, -1.66], [0.38, -0.21, -0.10], [0.25, -0.01, 0.88], [-0.01, -0.35, 0.29], [0.05, 0.03, 0.41], [0.43, 1.31, -1.18], [-0.38, -0.91, 1.20], [0.11, -0.17, 0.18], [-0.37, -0.09, -0.13], [0.03, -0.38, 0.28], [-0.11, -0.01, 1.04], [-0.27, 0.44, -0.45], [0.22, -0.04, 0.64], [0.09, -0.41, -0.51], [-0.39, 0.17, -0.60], [0.48, -0.04, -0.07], [0.54, 0.30, -0.55], [-0.43, -0.10, 0.20], [-0.08, -0.02, -0.27], [-0.05, -0.11, 0.31], [0.00, -0.05, 0.02], [-0.27, -0.07, 0.02], [0.60, -0.27, 0.16], [-0.30, -0.02, 0.00], [0.20, 0.29, -0.01], [-0.27, -0.06, 0.06], [-0.05, 0.10, -0.02], [-0.06, 0.13, -0.12], [0.46, 0.88, 0.08], [0.42, 0.68, 0.22], [-0.39, -0.90, -0.12], [0.06, -0.58, -0.42], [-0.64, -0.14, -0.08], [-0.17, 0.07, 0.29], [0.39, 0.08, 0.54], [-0.26, -0.65, -1.11], [0.22, 0.34, 0.58], [0.05, -0.10, -0.07], [-0.17, 0.28, 0.07], [0.18, 0.11, -0.10]], "lowdin_charge": [1.21, 0.64, -0.34, -0.48, -0.36, -0.38, 0.64, -0.48, -0.36, -0.37, -0.35, 0.63, -0.46, -0.38, -0.33, -0.36, -0.03, -0.25, 0.10, 0.08, 0.08, 0.09, -0.05, -0.24, 0.14, 0.08, 0.08, 0.08, -0.04, -0.21, 0.12, 0.09, 0.08, 0.09, -0.05, -0.22, 0.12, 0.09, 0.08, 0.10, -0.04, -0.21, 0.11, 0.09, 0.08, 0.09]}

***

{"formula": "C10H15CaClN5O4", "method": "ωB97M-V with the def2-TZVPD basis set", "homo_ev": -13.337, "de_lowest_ev": 5.4180, "charge": 1, "orbital_gap_ha": 0.262, "spin_multiplicity": 1, "symbols": ["Ca", "Cl", "O", "O", "O", "O", "C", "C", "N", "H", "H", "H", "C", "C", "N", "H", "H", "H", "C", "C", "N", "H", "H", "H", "C", "C", "N", "H", "H", "H", "C", "C", "N", "H", "H", "H"], "xyz": [[12.7520, -0.8445, -13.1096], [12.4549, -3.8270, -14.5540], [11.8886, -3.3602, -13.3037], [13.3698, -2.7593, -14.8834], [13.1713, -5.0378, -14.2968], [11.4376, -4.0309, -15.5330], [11.9294, -7.9787, -12.2353], [11.9506, -8.8544, -13.3947], [11.9393, -9.5335, -14.3189], [10.9240, -7.7125, -11.9179], [12.5760, -7.1297, -12.4525], [12.3496, -8.5234, -11.3854], [9.4079, -4.4209, -10.9585], [8.1419, -4.5125, -11.6917], [7.1701, -4.5811, -12.2928], [9.3770, -5.0105, -10.0428], [9.6416, -3.3709, -10.8180], [10.1487, -4.9493, -11.5637], [16.5493, -3.1229, -16.0464], [16.5828, -1.6792, -16.2672], [16.6048, -0.5476, -16.4527], [17.5182, -3.5284, -15.7584], [16.2815, -3.5896, -16.9952], [15.8417, -3.4229, -15.2777], [12.3674, -2.6271, -8.3959], [12.4152, -2.1921, -9.7758], [12.4550, -1.8616, -10.8723], [11.4304, -3.1701, -8.2499], [12.3958, -1.7983, -7.6908], [13.1755, -3.3096, -8.1356], [12.9260, -2.4650, -18.5683], [12.7156, -2.7723, -19.9779], [12.5650, -3.0142, -21.0786], [12.6959, -1.4291, -18.3298], [13.9735, -2.6907, -18.3733], [12.2135, -3.0881, -18.0231]], "forces_ev_per_angstrom": [[-0.21, -2.68, -0.41], [-0.67, -3.13, -0.07], [-1.09, 1.46, 1.60], [1.22, 2.34, -0.80], [-0.05, 0.75, -0.29], [0.70, 0.75, 0.33], [0.53, -0.41, 0.50], [-0.43, -0.10, -0.20], [0.10, 0.01, 0.03], [-0.07, 0.23, -0.41], [-0.27, 0.23, 0.15], [0.15, 0.05, -0.10], [-0.22, -0.89, -0.58], [0.24, -0.03, 0.34], [-0.21, 0.04, -0.11], [-0.30, 0.42, 0.25], [0.28, -0.05, 0.20], [0.22, 0.51, -0.12], [0.18, -0.31, -0.33], [0.06, -0.35, 0.34], [-0.18, 0.19, 0.11], [0.13, 0.29, -0.06], [-0.11, -0.12, 0.11], [-0.19, 0.20, -0.10], [-0.39, -0.40, 0.39], [0.30, -0.04, 0.21], [0.17, 0.78, -0.46], [0.00, 0.06, 0.02], [-0.02, 0.20, -0.22], [0.14, 0.04, -0.33], [-0.33, -0.35, -0.32], [0.06, 0.67, 0.94], [-0.17, -0.32, -1.22], [0.15, 0.09, -0.23], [-0.15, -0.01, 0.50], [0.44, -0.09, 0.33]], "lowdin_charge": [1.68, 0.64, -0.48, -0.46, -0.28, -0.26, -0.08, -0.28, 0.14, 0.07, 0.06, 0.08, -0.08, -0.28, 0.14, 0.08, 0.06, 0.07, -0.07, -0.29, 0.12, 0.09, 0.09, 0.06, -0.01, -0.19, 0.05, 0.10, 0.11, 0.11, -0.07, -0.29, 0.14, 0.08, 0.07, 0.07]}